(1)
ORCA calculation (the ωB97M-V functional and the def2-TZVPD basis) on a gas-phase ion, C8H12ClN2O3S (charge +1) in a non-equilibrium geometry.

XYZ file:
```
27
Properties=species:S:1:pos:R:3:forces:R:3
C 2.171 0.099 0.648 -0.830 0.324 0.723
C 1.971 0.453 1.944 0.408 2.567 0.114
C 0.151 1.327 -0.351 1.310 1.146 -1.580
C -3.352 -1.935 0.963 -1.399 2.303 -0.160
C -4.470 -1.136 0.260 1.391 0.552 1.235
C 2.746 -1.253 0.432 -1.889 2.093 -0.003
C -3.018 -1.021 -0.205 -1.508 0.739 1.177
C 1.581 1.269 -0.238 0.587 -2.393 0.026
N -0.652 0.282 -0.142 -2.062 1.748 0.317
N 2.416 2.144 -0.835 -0.304 -0.558 0.810
O -0.348 2.402 -0.942 1.903 0.238 0.559
O -2.764 1.552 -0.717 -0.506 1.133 -0.742
O -2.580 0.847 1.632 -0.005 0.406 1.795
S -2.418 0.601 0.269 1.728 -3.612 -2.367
Cl 3.122 -1.583 -1.187 0.193 -0.731 0.114
H 1.680 1.510 2.285 0.084 -1.818 -0.745
H 2.481 -0.099 2.680 0.082 -0.943 1.126
H -3.060 -1.270 1.794 -0.063 -1.821 0.565
H -3.423 -3.038 0.940 0.609 0.995 0.062
H -5.155 -1.614 -0.349 -0.692 -1.366 -1.526
H -4.986 -0.246 0.602 0.469 -0.018 0.965
H 2.527 -1.997 1.258 0.845 0.674 -1.488
H -2.942 -1.274 -1.214 0.979 -0.304 -1.380
H -0.192 -0.470 0.273 0.497 -1.751 1.102
H 2.036 3.058 -1.080 0.533 -0.331 -0.256
H 3.429 1.937 -0.770 -1.122 0.676 -0.115
H -1.303 2.379 -0.945 -1.236 0.051 -0.331
```
Positions in Å, forces in eV/Å.

As for the net charge: +1. The value obtained for the lowest unoccupied orbital energy (alpha / beta) is -5.11 / -4.15 eV. As for the HOMO energy (alpha / beta): -11.600 / -12.010 eV. Its gap between HOMO and LUMO (alpha / beta) is 6.488 / 7.859 eV. The molar mass is 251.72 g mol⁻¹.

=====

(2)
ORCA calculation (the ωB97M-V functional and the def2-TZVPD basis) on a gas-phase ion, C4H9N2O2 (charge +1) in a non-equilibrium geometry.

XYZ file:
```
17
Properties=species:S:1:pos:R:3:forces:R:3
N -0.388 1.843 -0.451 -0.383 -2.978 -2.132
C -0.037 0.488 -0.011 -1.054 -0.960 1.010
C -1.322 -0.365 0.177 0.897 2.949 -1.260
N -1.425 -1.616 0.469 -0.142 -1.588 1.868
O -2.325 0.356 -0.131 -1.103 0.670 -0.560
C 1.130 0.308 0.905 -2.233 -6.177 -1.143
C 1.176 -0.172 -0.550 1.185 1.371 -0.398
O 1.159 -1.509 -0.901 0.055 0.277 0.611
H 0.259 2.430 -0.054 1.267 2.251 1.900
H 0.000 1.809 -1.397 -0.835 0.506 -0.430
H -0.567 -2.014 0.922 -1.333 -0.001 -0.932
H -2.376 -2.086 0.640 1.988 1.085 -0.451
H -1.986 1.313 -0.450 -0.096 -1.502 0.912
H 1.145 -0.536 1.645 -0.407 0.920 -0.692
H 1.694 1.048 1.187 2.833 4.346 1.320
H 1.788 0.475 -1.233 -0.679 -0.549 0.565
H 2.076 -1.773 -0.764 0.040 -0.621 -0.189
```
Positions in Å, forces in eV/Å.

As for the net charge: +1. The value obtained for the lowest unoccupied orbital energy is -3.25 eV. As for the HOMO energy: -14.603 eV. Its gap between HOMO and LUMO is 11.354 eV. The molar mass is 117.13 g mol⁻¹.

=====

(3)
ORCA calculation (the ωB97M-V functional and the def2-TZVPD basis) on 2 unconnected molecules or ions with the total composition C4H5NO.

XYZ file:
```
11
Properties=species:S:1:pos:R:3:forces:R:3
C 2.438 -0.788 -0.090 -0.642 -0.482 0.252
N 1.516 -1.400 0.247 0.609 0.351 -0.210
O 0.559 -2.040 0.600 0.206 0.136 -0.072
H 3.192 -0.117 -0.427 -0.051 -0.126 0.049
C 0.293 1.521 -0.454 -0.429 -0.179 0.106
C -0.679 0.872 -0.162 0.360 0.322 -0.137
C -1.879 0.110 0.180 -0.069 -0.021 0.012
H 1.145 2.110 -0.712 -0.168 -0.093 0.046
H -1.955 -0.029 1.263 0.042 0.026 -0.152
H -2.773 0.641 -0.163 0.118 -0.083 0.048
H -1.856 -0.880 -0.283 0.025 0.150 0.058
```
Positions in Å, forces in eV/Å.

The value obtained for the lowest unoccupied orbital energy is 0.93 eV. As for the HOMO energy: -9.747 eV. Its gap between HOMO and LUMO is 10.681 eV. The molar mass is 83.09 g mol⁻¹.